(1)
{
  "formula": "C30H80O10",
  "method": "ωB97M-V/def2-TZVPD",
  "elements": ["C", "C", "C", "O", "H", "H", "H", "H", "H", "H", "H", "H", "C", "C", "C", "O", "H", "H", "H", "H", "H", "H", "H", "H", "C", "C", "C", "O", "H", "H", "H", "H", "H", "H", "H", "H", "C", "C", "C", "O", "H", "H", "H", "H", "H", "H", "H", "H", "C", "C", "C", "O", "H", "H", "H", "H", "H", "H", "H", "H", "C", "C", "C", "O", "H", "H", "H", "H", "H", "H", "H", "H", "C", "C", "C", "O", "H", "H", "H", "H", "H", "H", "H", "H", "C", "C", "C", "O", "H", "H", "H", "H", "H", "H", "H", "H", "C", "C", "C", "O", "H", "H", "H", "H", "H", "H", "H", "H", "C", "C", "C", "O", "H", "H", "H", "H", "H", "H", "H", "H"],
  "xyz": [[-1.1585, 1.1252, 4.3458], [-2.6168, 0.9214, 4.6479], [-3.1135, 0.1316, 3.5063], [-2.9003, 0.2695, 5.8463], [-0.6748, 0.1606, 4.4391], [-0.5671, 1.7791, 5.0300], [-0.9594, 1.5757, 3.4086], [-3.0898, 1.9271, 4.6291], [-4.1649, -0.0483, 3.7256], [-2.6071, -0.8141, 3.3775], [-3.0502, 0.7456, 2.5684], [-2.5687, 0.8226, 6.5532], [3.0604, -3.5740, -5.0329], [3.0960, -3.3026, -3.5432], [4.4570, -3.7366, -2.9951], [2.8810, -1.8911, -3.2451], [3.9029, -3.0199, -5.4352], [2.1493, -3.3128, -5.5721], [3.1549, -4.6592, -5.1484], [2.2846, -3.8250, -3.0543], [5.2014, -2.9655, -3.2416], [4.8440, -4.6560, -3.4597], [4.6584, -3.9071, -1.9455], [3.4010, -1.3524, -3.8553], [-3.1479, 3.8701, -1.7596], [-2.1697, 3.0524, -2.5246], [-1.7322, 3.8289, -3.7701], [-0.9793, 2.8784, -1.7431], [-3.2550, 3.4228, -0.7576], [-4.1400, 3.8424, -2.2048], [-2.8668, 4.8937, -1.7035], [-2.5509, 2.0637, -2.7584], [-0.9199, 3.3436, -4.2789], [-1.3656, 4.8383, -3.5060], [-2.6349, 4.0726, -4.3231], [-1.0171, 3.4117, -0.8965], [0.1649, -5.4230, 2.5579], [-0.5105, -4.0384, 2.7347], [-1.8220, -4.1575, 3.5042], [0.4532, -3.2419, 3.3824], [0.9769, -5.4566, 1.8274], [-0.6002, -6.1596, 2.2415], [0.5545, -5.7105, 3.5437], [-0.8063, -3.6396, 1.7699], [-2.3474, -3.2076, 3.5640], [-1.7379, -4.6223, 4.5100], [-2.4600, -4.8262, 2.9331], [0.0941, -2.4073, 3.6966], [-1.9344, -5.5652, -2.3433], [-0.4735, -5.6669, -2.7969], [0.2582, -6.7273, -1.9704], [-0.3026, -5.9790, -4.2095], [-2.0088, -5.1834, -1.3364], [-2.3439, -6.5968, -2.3998], [-2.5684, -4.9135, -2.9388], [-0.0856, -4.6646, -2.5762], [1.2572, -6.9443, -2.3399], [-0.2962, -7.6438, -2.1838], [0.3011, -6.4700, -0.9057], [0.6323, -5.9317, -4.4089], [2.3703, 1.4167, 3.5911], [3.7174, 1.9205, 3.1352], [3.6105, 2.5464, 1.7794], [4.1608, 2.8860, 4.0777], [1.7815, 2.2997, 3.6670], [2.3200, 0.9042, 4.5483], [1.8796, 0.7223, 2.8581], [4.3855, 1.0218, 3.0932], [3.2346, 1.8693, 1.0232], [4.4686, 3.0060, 1.3259], [2.8524, 3.3214, 1.8360], [5.0319, 3.2585, 3.7998], [0.1916, 4.8961, 2.7934], [-0.5487, 3.9333, 1.9094], [-2.0739, 4.1847, 1.9478], [-0.2046, 4.1773, 0.5308], [1.2500, 4.6148, 2.7813], [-0.1227, 4.8377, 3.8474], [0.0000, 5.8959, 2.4061], [-0.2580, 2.9265, 2.1700], [-2.4568, 4.3035, 2.9567], [-2.6789, 3.3314, 1.5268], [-2.3519, 5.0834, 1.3979], [0.6112, 3.7252, 0.2399], [3.6477, 3.1798, -2.2361], [2.5241, 3.9767, -1.5870], [1.8043, 4.8747, -2.6076], [1.6070, 2.9971, -0.9429], [4.1491, 2.5451, -1.4872], [4.3427, 3.7949, -2.7651], [3.1741, 2.5825, -3.0043], [2.8864, 4.6849, -0.8272], [2.4140, 5.7842, -2.7552], [0.8221, 5.1620, -2.2939], [1.6377, 4.2559, -3.4955], [0.8796, 2.9533, -1.5627], [-4.1713, 0.2038, -1.3499], [-3.5974, 0.1498, 0.0803], [-3.2368, -1.2910, 0.3233], [-2.4671, 1.0599, 0.2152], [-5.1458, -0.3269, -1.4193], [-3.4875, -0.2458, -2.0743], [-4.2650, 1.2366, -1.7391], [-4.2942, 0.5237, 0.8253], [-4.0254, -1.9432, -0.0341], [-2.9707, -1.6097, 1.3370], [-2.3610, -1.6054, -0.2958], [-1.8244, 0.7969, -0.4709], [0.9301, -0.0068, 0.1831], [0.7134, -0.3647, -1.2691], [0.5835, -1.8691, -1.3835], [-0.4781, 0.2313, -1.7483], [0.0528, -0.1481, 0.8180], [1.2686, 0.9951, 0.3118], [1.6303, -0.6751, 0.6289], [1.6282, -0.0072, -1.8855], [1.5428, -2.3803, -1.3279], [0.1787, -2.3032, -2.3088], [-0.0246, -2.2461, -0.5392], [-0.4736, 1.2163, -1.7341]],
  "mulliken_charge": [-0.696, 0.450, -0.364, -0.573, 0.302, 0.502, -0.416, 0.235, 0.410, -0.243, -0.311, 0.370, -1.556, 1.241, -1.355, -0.343, 0.465, 0.339, 0.370, -0.393, 0.309, 0.362, 0.362, 0.283, -1.291, 0.644, -1.515, -0.152, 0.060, 0.503, 0.430, 0.126, 0.356, 0.233, 0.466, 0.065, -1.528, 1.552, -1.361, -0.621, 0.336, 0.342, 0.374, -0.370, 0.280, 0.345, 0.356, 0.303, -1.398, 1.471, -1.167, -0.599, 0.284, 0.354, 0.373, -0.504, 0.343, 0.402, 0.188, 0.303, -0.819, 0.350, -0.524, -0.580, 0.107, 0.506, 0.045, 0.191, -0.057, 0.482, -0.031, 0.344, -1.638, 2.251, -1.292, -0.671, 0.368, 0.332, 0.376, -0.763, 0.446, -0.066, 0.400, -0.028, -1.507, 0.623, -1.442, 0.454, 0.300, 0.485, 0.269, 0.410, 0.434, 0.190, 0.386, -0.023, -1.555, 0.556, -0.628, 0.660, 0.480, 0.247, 0.212, 0.645, 0.560, -0.217, -0.020, -0.363, -0.865, 1.223, -1.459, -0.499, 0.082, -0.331, 0.995, -0.211, 0.412, 0.465, -0.072, -0.352],
  "energy_ha": -1943.347816,
  "smiles": "CC(C)O.CC(C)O.CC(C)O.CC(C)O.CC(C)O.CC(C)O.CC(C)O.CC(C)O.CC(C)O.CC(C)O",
  "relative_energy_ev": 2.035,
  "homo_lumo_gap_ev": 10.2,
  "e_lumo_ev": 0.5
}

=====

(2)
{
  "formula": "C30H82ClN12O18",
  "method": "ωB97M-V/def2-TZVPD",
  "elements": ["Cl", "O", "O", "O", "O", "C", "O", "N", "N", "H", "H", "H", "H", "C", "O", "N", "N", "H", "H", "H", "H", "C", "O", "N", "N", "H", "H", "H", "H", "C", "O", "N", "N", "H", "H", "H", "H", "C", "O", "C", "C", "N", "C", "C", "O", "C", "H", "H", "H", "H", "H", "H", "H", "H", "H", "H", "H", "H", "H", "H", "H", "C", "O", "C", "C", "N", "C", "C", "O", "C", "H", "H", "H", "H", "H", "H", "H", "H", "H", "H", "H", "H", "H", "H", "H", "C", "O", "C", "C", "N", "C", "C", "O", "C", "H", "H", "H", "H", "H", "H", "H", "H", "H", "H", "H", "H", "H", "H", "H", "C", "O", "C", "C", "N", "C", "C", "O", "C", "H", "H", "H", "H", "H", "H", "H", "H", "H", "H", "H", "H", "H", "H", "H", "C", "C", "O", "O", "H", "H", "H", "H", "H", "H"],
  "xyz": [[-1.3707, -1.6097, 1.1314], [-1.8258, -2.0135, -0.1722], [-0.1506, -0.8392, 1.0610], [-2.4128, -0.7899, 1.7316], [-1.1604, -2.7525, 1.9826], [2.3711, -4.6868, 2.6783], [3.4506, -5.1691, 3.0939], [1.5907, -5.1798, 1.6349], [1.7006, -3.6002, 3.2847], [2.0762, -5.9334, 1.1754], [0.7524, -4.7246, 1.3405], [2.0875, -3.0902, 4.0499], [0.7036, -3.6168, 3.1486], [-2.0939, 1.1799, 5.0907], [-2.2628, 1.4967, 6.2795], [-2.6686, 0.0580, 4.5302], [-1.2199, 1.8976, 4.2555], [-3.0708, -0.6036, 5.1611], [-2.5681, -0.0973, 3.5407], [-1.1427, 1.5460, 3.3135], [-0.3963, 2.2835, 4.6693], [2.9483, 0.4169, -2.0892], [3.5583, 0.6389, -3.1482], [2.2452, 1.4148, -1.3777], [3.0378, -0.7992, -1.3899], [1.5999, 1.1905, -0.6494], [2.3502, 2.3307, -1.7757], [3.5476, -1.5603, -1.8030], [2.4118, -1.0187, -0.6373], [-2.9011, -4.5104, 5.0614], [-3.8950, -3.9757, 4.5429], [-3.0436, -5.5035, 6.0410], [-1.6222, -4.0125, 4.8456], [-4.0115, -5.7412, 6.1468], [-2.2424, -5.6391, 6.6196], [-0.8375, -4.5342, 5.1810], [-1.5482, -3.1299, 4.3757], [0.5761, -2.4747, -5.9017], [-0.1031, -1.3643, -5.4164], [-0.4058, -1.5032, -4.0381], [-1.4068, -0.5042, -3.5123], [-2.7264, -1.1794, -3.5242], [-3.2597, -1.3465, -4.8640], [-4.7851, -1.4818, -4.8288], [-5.1485, -2.8525, -4.7986], [-5.4407, -3.2934, -3.4854], [0.2589, -3.5182, -5.8351], [1.6267, -2.4605, -5.5514], [0.7434, -2.2002, -6.9508], [0.5454, -1.3380, -3.4984], [-0.6516, -2.5364, -3.7826], [-1.6092, 0.4247, -4.0540], [-1.2414, -0.3815, -2.4400], [-3.4491, -0.9461, -2.8493], [-2.9000, -2.2600, -5.3377], [-3.0106, -0.4418, -5.4407], [-5.1792, -1.0681, -5.7601], [-5.2257, -0.9239, -3.9963], [-5.5044, -4.3876, -3.4868], [-6.3841, -2.8554, -3.1613], [-4.5587, -3.1602, -2.8452], [-2.5132, -6.1505, -3.9046], [-1.6845, -5.1914, -3.3334], [-1.8048, -5.1572, -1.9203], [-0.4584, -4.7973, -1.3125], [0.5933, -5.6478, -1.8382], [1.9351, -5.1148, -1.8086], [2.1677, -3.9101, -2.6991], [3.5581, -3.5713, -2.6101], [4.0996, -2.9793, -3.7549], [-2.5513, -5.9574, -4.9753], [-3.5613, -6.1515, -3.5735], [-2.1713, -7.1730, -3.7015], [-2.2464, -6.0365, -1.4156], [-2.5982, -4.4632, -1.5894], [-0.5410, -4.9105, -0.2248], [-0.2585, -3.7404, -1.5147], [0.3448, -6.1944, -2.6385], [2.6445, -5.9096, -2.0474], [2.1410, -4.7535, -0.7986], [1.5880, -3.0482, -2.3306], [1.7923, -3.9942, -3.7309], [5.1042, -2.6137, -3.5488], [3.5021, -2.1466, -4.1404], [4.2144, -3.7166, -4.5622], [-0.0495, 3.1713, 0.4261], [-0.6836, 4.4294, 0.3605], [-0.7191, 5.0068, 1.6448], [-1.3230, 6.3835, 1.5099], [-0.3283, 7.1592, 0.7021], [-0.8477, 8.4123, 0.1641], [0.0816, 8.9877, -0.8701], [1.2493, 9.4350, -0.2513], [2.2845, 9.7890, -1.1461], [1.0154, 3.3816, 0.6020], [0.0017, 2.6855, -0.5516], [-0.5684, 2.5041, 1.1123], [0.2288, 5.0300, 2.1766], [-1.4554, 4.4068, 2.1982], [-1.5278, 6.9660, 2.4131], [-2.2757, 6.4029, 0.9509], [-0.1422, 6.5214, -0.0727], [-0.8941, 9.0984, 1.0180], [-1.8802, 8.2320, -0.1736], [-0.4425, 9.8028, -1.3881], [0.3200, 8.1966, -1.5954], [2.5812, 8.9866, -1.8222], [3.1256, 10.0187, -0.4835], [2.0566, 10.7639, -1.5977], [1.6876, 3.9066, 2.1473], [2.6385, 2.9758, 1.7709], [2.3068, 1.6843, 2.2172], [3.4171, 0.7300, 1.8424], [4.7284, 1.1644, 2.3125], [4.9545, 1.4132, 3.7091], [6.2596, 2.1009, 4.0139], [6.1270, 3.4994, 3.8583], [7.2351, 4.2151, 4.3392], [0.6872, 3.4431, 2.2168], [1.5492, 4.6877, 1.4020], [1.8386, 4.3289, 3.1472], [1.3392, 1.3531, 1.8287], [2.2962, 1.7581, 3.3128], [3.5362, 0.6394, 0.7620], [3.2750, -0.2718, 2.2556], [5.1030, 1.8873, 1.7178], [4.8521, 0.4848, 4.2923], [4.1418, 2.0076, 4.1776], [7.0007, 1.7460, 3.2775], [6.5867, 1.8692, 5.0353], [7.1879, 5.2572, 4.0482], [8.1293, 3.7398, 3.9020], [7.3452, 4.1110, 5.4277], [-5.5093, 0.8033, 0.4030], [-5.5185, -0.3839, -0.5286], [-4.2946, -0.5795, -1.2368], [-5.5378, 2.0587, -0.3147], [-4.5895, 0.8353, 0.9984], [-6.3822, 0.8163, 1.0577], [-6.3209, -0.1566, -1.2359], [-5.7290, -1.3011, 0.0364], [-3.5793, -0.8029, -0.6096], [-4.6124, 2.2684, -0.5021]],
  "mulliken_charge": [0.842, -0.348, -0.283, -0.769, -0.588, 0.384, -0.692, -0.308, -0.156, 0.229, 0.262, 0.217, 0.065, 0.480, -0.710, -0.210, -0.180, 0.196, 0.269, 0.028, 0.194, 0.370, -0.721, 0.070, 0.044, -0.118, 0.176, 0.131, 0.043, 0.646, -0.621, -0.443, -0.284, 0.256, 0.185, 0.187, 0.089, -0.642, -0.502, 1.087, -1.302, 0.585, -0.411, -0.632, -0.442, -0.232, 0.242, 0.124, 0.392, -0.065, -0.236, 0.535, 0.264, 0.056, 0.119, 0.364, 0.370, 0.230, 0.271, 0.318, -0.108, -0.964, -0.039, -1.095, 0.620, -0.126, -0.907, 0.804, -0.505, -0.747, 0.253, 0.286, 0.338, 0.570, 0.162, -0.126, -0.090, 0.306, 0.410, 0.192, -0.418, 0.119, 0.294, 0.242, 0.386, -0.963, -0.545, -0.027, -1.208, -0.230, -0.715, -0.447, -0.297, -0.759, 0.946, 0.339, 0.292, 0.255, 0.388, 0.388, 0.506, 0.234, 0.297, 0.412, 0.355, 0.327, 0.316, 0.244, 0.295, -1.137, -0.407, 0.077, -1.627, -0.212, -0.137, -0.889, -0.209, -0.782, -0.208, 0.895, 0.376, 0.444, 0.295, 0.603, 0.203, 0.279, 0.303, 0.131, 0.372, 0.471, 0.216, 0.312, 0.296, -0.293, -0.473, -0.262, -0.591, -0.020, 0.396, 0.333, 0.365, -0.122, 0.316],
  "energy_ha": -3663.496789,
  "homo_lumo_gap_ev": 8.0,
  "charge": -1,
  "e_lumo_ev": 2.2
}